# 1
Formula: C17H47NO5PS5
Source: the Open Molecules 2025 dataset
Level of theory: the ωB97M-V functional and the def2-TZVPD basis

The geometry in ORCA input format:
```
! wB97M-V def2-TZVPD RIJCOSX def2/J DEFGRID3
* xyz 1 1
C 1.8716 -2.2917 -0.1097
P 0.7721 -1.0392 -0.9783
C 1.1558 0.6742 -0.3610
C -0.9546 -1.4970 -0.3887
C -1.3137 -0.9088 1.0093
C -2.8317 -0.9296 1.3154
N -3.6646 -0.4332 0.1983
C -3.4348 -1.1170 -1.0992
C -1.9515 -1.1501 -1.5366
H 2.9269 -2.0190 -0.1678
H 1.7361 -3.2399 -0.6473
H 1.5537 -2.4959 0.9249
H 0.3036 1.3185 -0.6374
H 1.2857 0.7558 0.7314
H 2.0312 1.1147 -0.8512
H -0.9597 -2.5935 -0.2806
H -0.9418 0.1072 1.1840
H -0.8272 -1.5466 1.7583
H -2.9760 -0.2767 2.1859
H -3.1404 -1.9346 1.6525
H -3.5119 0.5774 0.0756
H -4.6319 -0.6158 0.4539
H -3.9926 -0.5655 -1.8675
H -3.8420 -2.1333 -1.0986
H -1.6579 -0.2320 -2.0638
H -1.8474 -1.9483 -2.2813
C -6.0913 2.9116 -0.4514
S -4.7937 3.6894 0.5259
O -3.7086 2.6714 0.7186
C -5.7289 3.7626 2.0618
H -5.7042 2.7346 -1.4539
H -6.3808 1.9632 0.0045
H -6.9503 3.5789 -0.5085
H -6.0390 2.7594 2.3558
H -6.5997 4.4026 1.9227
H -5.0868 4.1864 2.8314
C 3.6000 4.8130 1.7541
S 2.9046 4.5472 0.1129
O 3.2500 5.7375 -0.7145
C 1.1816 4.7208 0.6119
H 4.6850 4.7852 1.6724
H 3.2874 5.7855 2.1347
H 3.2653 4.0193 2.4228
H 1.0260 5.6990 1.0672
H 0.9272 3.9294 1.3180
H 0.5596 4.6288 -0.2768
C 5.6332 3.9728 -2.4951
S 4.4189 3.5697 -3.7629
O 3.9947 2.1546 -3.5383
C 5.5826 3.5705 -5.1387
H 5.1282 3.9877 -1.5325
H 6.4224 3.2198 -2.4818
H 6.0560 4.9570 -2.6952
H 6.3728 2.8419 -4.9557
H 6.0066 4.5682 -5.2531
H 5.0404 3.3008 -6.0430
C -3.9907 -4.6704 3.8408
S -5.3825 -3.8311 3.0622
O -6.3435 -3.4679 4.1385
C -6.0343 -5.2865 2.2240
H -3.4573 -3.9476 4.4560
H -4.3554 -5.4836 4.4675
H -3.3218 -5.0571 3.0705
H -6.2655 -6.0594 2.9565
H -5.2993 -5.6526 1.5062
H -6.9431 -4.9989 1.6986
C 5.9553 -4.0741 0.4129
S 4.7512 -4.5174 -0.8530
O 4.3439 -5.9295 -0.6039
C 5.9220 -4.5273 -2.2222
H 5.4449 -4.0488 1.3741
H 6.7513 -4.8182 0.4422
H 6.3666 -3.0882 0.1932
H 6.7202 -5.2416 -2.0198
H 6.3336 -3.5263 -2.3548
H 5.3884 -4.8224 -3.1235
*
```

---

# 2
Formula: C17H48BFN11O3P2
Source: the Open Molecules 2025 dataset
Level of theory: the ωB97M-V functional and the def2-TZVPD basis

The geometry in ORCA input format:
```
! wB97M-V def2-TZVPD RIJCOSX def2/J DEFGRID3
* xyz 1 1
C -1.2537 0.0429 6.1571
C -2.8188 0.1827 5.6523
F -3.4419 1.2244 6.5519
C -2.8749 0.8352 4.1176
N -4.0675 1.7350 4.0104
C -5.3694 1.4664 3.7528
N -6.3586 2.6386 3.7335
C -7.6379 1.8571 3.3679
N -7.2950 0.3605 3.2306
N -5.9294 0.1243 3.4824
B -5.4716 -1.2906 3.3824
N -5.5327 -2.3506 4.4701
O -4.9277 -1.7517 2.0560
H -0.4934 0.7036 5.5233
H -0.8720 -1.0698 6.2136
H -1.2008 0.4563 7.2705
H -3.4435 -0.8017 5.7586
H -1.8850 1.4983 4.0415
H -2.7675 0.0228 3.2713
H -3.8595 2.7659 4.1884
H -8.7209 2.3421 3.2393
H -7.9955 -0.3969 2.9752
H -4.5961 -2.5838 4.8659
H -6.2457 -2.1431 5.2033
H -3.9271 -1.7855 2.0948
O -1.7943 0.5980 0.8131
P -1.5712 1.8098 -0.1246
N -2.7285 1.2207 -1.2216
C -2.5723 0.9278 -2.6304
C -4.1253 1.2749 -0.8022
N -0.0068 1.2590 -0.6118
C 0.4293 1.0184 -1.9782
C 0.6825 0.2983 0.2605
N -1.3147 3.2029 -1.2025
C -0.3411 4.1300 -0.5700
C -2.4772 4.0490 -1.5260
H -2.1413 1.7579 -3.2006
H -3.5246 0.6966 -3.1268
H -1.9538 0.0414 -2.7764
H -4.5133 2.2951 -0.8429
H -4.2401 0.9208 0.2270
H -4.7798 0.6416 -1.4142
H 0.1190 0.0306 -2.3365
H 1.5242 1.0565 -2.0448
H 0.0819 1.7790 -2.6842
H 0.2703 -0.7103 0.1405
H 0.6025 0.5973 1.3131
H 1.7567 0.2583 0.0474
H -0.7340 4.5255 0.3741
H -0.1055 4.9695 -1.2355
H 0.6141 3.6423 -0.3533
H -2.9963 4.3800 -0.6199
H -3.1970 3.5463 -2.1748
H -2.1704 4.9360 -2.0926
O 3.5420 -0.4658 -1.9972
P 4.2468 -1.6630 -2.6808
N 4.8695 -2.1943 -1.1909
C 6.2484 -2.4305 -0.8196
C 3.9182 -2.7627 -0.2413
N 5.4189 -0.6503 -3.4481
C 6.8634 -0.7734 -3.3333
C 5.0956 0.7746 -3.6026
N 5.0571 -3.0393 -3.4667
C 4.7131 -3.0410 -4.9120
C 4.7187 -4.3966 -3.0026
H 6.7793 -3.0860 -1.5185
H 6.3500 -2.9095 0.1637
H 6.7942 -1.4901 -0.7348
H 3.6081 -3.7661 -0.5415
H 3.0161 -2.1469 -0.1732
H 4.3185 -2.8256 0.7785
H 7.2420 -0.2924 -2.4245
H 7.3595 -0.2899 -4.1847
H 7.2136 -1.8099 -3.3603
H 5.2232 1.3133 -2.6565
H 4.0653 0.9065 -3.9562
H 5.7288 1.2525 -4.3586
H 3.6353 -3.1801 -5.0575
H 5.2484 -3.8367 -5.4445
H 4.9965 -2.1067 -5.4060
H 3.6358 -4.5620 -3.0039
H 5.1013 -4.6077 -2.0023
H 5.1856 -5.1562 -3.6406
*
```

---

# 3
Formula: C17H48BN10O22
Source: the Open Molecules 2025 dataset
Level of theory: the ωB97M-V functional and the def2-TZVPD basis

The geometry in ORCA input format:
```
! wB97M-V def2-TZVPD RIJCOSX def2/J DEFGRID3
* xyz -1 1
C 3.8257 -2.8232 -0.0119
O 2.6733 -3.5249 -0.4038
C 1.9794 -2.9775 -1.5276
C 0.4753 -3.1717 -1.3848
C -0.2961 -2.0089 -0.7330
B 0.3024 -1.2607 0.6260
C -0.1298 0.3388 0.6144
C 0.7960 1.3522 -0.0917
C 2.2796 1.0921 0.0842
O 3.0728 2.1362 -0.5291
H 4.5389 -3.5376 0.4095
H 3.5777 -2.0683 0.7409
H 4.3143 -2.3290 -0.8611
H 2.2191 -1.9137 -1.6301
H 2.3467 -3.5030 -2.4180
H 0.0905 -3.3464 -2.3991
H 0.3144 -4.1076 -0.8349
H -1.2861 -2.4037 -0.4657
H -0.4912 -1.2682 -1.5261
H 1.5119 -1.4262 0.7545
H -0.2334 -1.7810 1.6281
H -0.3722 0.7099 1.6127
H -1.0867 0.3661 0.0709
H 0.5804 1.4095 -1.1666
H 0.6295 2.3708 0.2918
H 2.5500 0.1248 -0.3386
H 2.5417 1.0692 1.1450
H 3.4411 1.7761 -1.3365
C -1.7122 4.9803 1.1543
N -2.1028 3.5683 1.4024
O -2.0239 2.7744 0.5001
O -2.4699 3.3094 2.5404
H -1.3858 5.0808 0.1260
H -2.5763 5.5952 1.3785
H -0.9089 5.2063 1.8492
C -2.1366 -0.0127 4.6583
N -0.6826 -0.3358 4.6983
O 0.0241 0.1792 3.8720
O -0.3228 -1.1148 5.5685
H -2.3037 0.6948 3.8532
H -2.6677 -0.9428 4.4948
H -2.3928 0.4026 5.6284
C -2.7183 5.7695 4.9081
N -3.2341 7.0082 4.2560
O -2.9697 7.1848 3.0824
O -3.8947 7.7587 4.9404
H -2.1751 5.1902 4.1716
H -2.0943 6.0848 5.7389
H -3.5825 5.2250 5.2767
C -3.9070 -2.3802 8.3370
N -4.5883 -1.5208 7.3272
O -4.2507 -1.6463 6.1710
O -5.4275 -0.7452 7.7385
H -3.1868 -2.9993 7.8164
H -3.4297 -1.7147 9.0498
H -4.6770 -2.9652 8.8307
C -4.8024 1.8565 -0.6636
N -5.5865 1.9229 -1.9261
O -6.0947 0.9021 -2.3458
O -5.6751 3.0083 -2.4633
H -4.8115 0.8340 -0.3069
H -3.7926 2.1845 -0.8868
H -5.2758 2.5385 0.0368
C -8.6099 -0.2033 -4.1643
N -9.7274 -1.1834 -4.0694
O -9.9454 -1.7017 -2.9953
O -10.3572 -1.3965 -5.0872
H -8.1363 -0.1109 -3.1964
H -7.9184 -0.5772 -4.9132
H -9.0430 0.7355 -4.4960
C 2.5913 -5.9629 -5.5448
N 1.7966 -4.7105 -5.4064
O 0.6855 -4.6829 -5.8937
O 2.3259 -3.8037 -4.8013
H 1.9955 -6.6839 -6.0909
H 3.5050 -5.7027 -6.0707
H 2.8185 -6.3095 -4.5399
C 5.0984 3.9347 -3.6502
N 5.5657 2.6871 -2.9854
O 4.8312 1.7271 -3.0034
O 6.6602 2.7228 -2.4569
H 4.1151 3.7442 -4.0617
H 5.0771 4.7080 -2.8882
H 5.8274 4.1805 -4.4168
C 1.5614 -6.8946 -0.0441
N 1.2625 -7.4581 -1.3897
O 0.1108 -7.7153 -1.6642
O 2.2082 -7.6391 -2.1359
H 0.6260 -6.8024 0.4934
H 2.2470 -7.5871 0.4355
H 2.0348 -5.9225 -0.1922
C 9.8042 3.4177 -1.7855
N 10.3986 4.2382 -2.8761
O 10.7273 5.3788 -2.6186
O 10.5132 3.7097 -3.9628
H 9.7735 4.0266 -0.8905
H 8.8120 3.1191 -2.1087
H 10.4356 2.5430 -1.6612
*
```

---

no.,total energy (hartree),maximum force (eV/A),frontier orbital gap (eV)
1,-3438.77739,2.1,7.53
2,-2311.45890,9.2,5.53
3,-2903.25368,0.4,6.16